C64H63OP3SiZr as an isolated structure, computed with wB97M-V/def2-TZVPD.

The geometry in ORCA input format:
```
! RIJCOSX wB97M-V def2-TZVPD def2/J DEFGRID3
* xyz 2 1
Zr 0.10540 -0.76830 0.65360
C 5.29910 0.09450 5.15590
C 4.37000 -0.85950 4.38480
C 4.68710 -2.31480 4.76720
C 4.58740 -0.67980 2.90200
C 5.89080 -0.70580 2.41660
C 6.18130 -0.50230 1.08450
C 5.14180 -0.33040 0.19690
C 3.82230 -0.35340 0.63960
P 2.52050 -0.21260 -0.63730
C 3.35340 -1.19450 -1.94460
C 3.89150 -0.64190 -3.10090
C 4.52420 -1.45650 -4.02340
C 4.62610 -2.81870 -3.80500
C 4.11270 -3.37310 -2.64370
C 3.48090 -2.56470 -1.71720
C 2.79840 1.52100 -1.17310
C 2.21530 1.95130 -2.36670
C 2.33590 3.26920 -2.76450
C 3.01800 4.17600 -1.96840
C 3.57730 3.76130 -0.77120
C 3.47450 2.43850 -0.37560
C 3.54080 -0.49010 2.00330
O 2.18930 -0.41280 2.39740
C 1.95890 -0.28520 3.77790
C 0.67920 0.11890 4.18110
C 0.39610 0.28020 5.53460
C 1.34140 -0.02690 6.48980
C 2.59250 -0.44160 6.08340
C 2.93840 -0.53060 4.73840
P -0.70220 0.35740 2.99630
C -1.82820 -0.87370 3.74910
C -1.74430 -2.15540 3.20040
C -2.46620 -3.19570 3.75630
C -3.31710 -2.95120 4.82580
C -3.43190 -1.67310 5.35050
C -2.67790 -0.63730 4.82440
C -1.32840 1.99680 3.47250
C -2.67890 2.29430 3.30240
C -3.12920 3.58530 3.51320
C -2.23830 4.58610 3.87140
C -0.89160 4.29590 4.02530
C -0.43410 3.00570 3.82650
H 6.34020 -0.11130 4.93790
H 5.16830 -0.01610 6.22610
H 5.09150 1.12670 4.88600
H 5.70590 -2.55960 4.47900
H 4.01330 -3.00460 4.26210
H 4.58720 -2.45270 5.84050
H 6.70080 -0.87720 3.10420
H 7.20370 -0.48420 0.74550
H 5.34200 -0.17510 -0.85190
H 3.84530 0.42090 -3.28010
H 4.93570 -1.02180 -4.91960
H 5.11600 -3.43890 -4.53590
H 4.19690 -4.43470 -2.46930
H 3.10170 -2.99740 -0.79890
H 1.66740 1.24030 -2.97480
H 1.89370 3.59290 -3.69360
H 3.11050 5.20410 -2.27690
H 4.09290 4.46530 -0.13720
H 3.91720 2.12040 0.55810
H -0.57360 0.65020 5.83040
H 1.10840 0.05130 7.53980
H 3.33220 -0.68050 6.82920
H -1.10830 -2.31030 2.30880
H -2.37890 -4.19730 3.36390
H -3.89450 -3.76250 5.24040
H -4.09890 -1.48100 6.17800
H -2.75710 0.35430 5.24660
H -3.36660 1.51920 2.99090
H -4.17660 3.81350 3.38680
H -2.59360 5.59510 4.02210
H -0.19670 5.07770 4.29460
H 0.61700 2.77930 3.94890
C -5.20510 -0.21430 -2.38780
C -5.29520 -0.73980 -0.99080
C -6.54210 -1.15440 -0.52680
C -6.72970 -1.63320 0.75410
C -5.65270 -1.70640 1.62170
C -4.40630 -1.30700 1.18030
C -4.20360 -0.83090 -0.11620
P -2.46510 -0.32280 -0.44500
C -2.22200 -0.66110 -2.24740
C -2.49920 -1.99940 -2.56210
C -2.17420 -2.54250 -3.78620
C -1.51130 -1.75770 -4.71600
C -1.28840 -0.42370 -4.44240
C -1.68110 0.16580 -3.23980
C -1.59780 1.66050 -3.14370
C -2.52370 1.47610 -0.10620
C -3.71230 2.19610 -0.05210
C -3.70410 3.54060 0.26820
C -2.50670 4.16430 0.58270
C -1.32340 3.45250 0.55170
C -1.30070 2.10470 0.19320
C -0.02210 1.37910 0.01980
H -6.15270 0.23290 -2.67790
H -4.99690 -1.02250 -3.08910
H -4.42120 0.53070 -2.49190
H -7.38850 -1.08320 -1.19320
H -7.71150 -1.94390 1.07540
H -5.78330 -2.06890 2.62900
H -3.56140 -1.35280 1.85530
H -3.00690 -2.61550 -1.82780
H -2.41300 -3.56980 -4.01070
H -1.19270 -2.17950 -5.65600
H -0.81660 0.19060 -5.19630
H -1.73350 2.08060 -4.13840
H -0.63640 2.01790 -2.78020
H -2.37460 2.05840 -2.49710
H -4.64240 1.70560 -0.28800
H -4.62600 4.09820 0.27000
H -2.49500 5.21170 0.83710
H -0.38930 3.94940 0.77790
H 0.79110 1.96470 0.48260
H 0.17270 1.29150 -1.05610
C -1.31630 -4.93860 0.65100
Si 0.36070 -4.16330 0.15090
C 1.28360 -5.46960 -0.89260
C 1.29410 -3.68140 1.78610
C 0.06610 -2.50570 -0.71970
H -1.18270 -5.74510 1.36510
H -1.79340 -5.36850 -0.22380
H -2.01160 -4.21840 1.07410
H 0.80840 -6.43890 -0.77300
H 2.33170 -5.58730 -0.63740
H 1.23340 -5.21830 -1.94880
H 2.12090 -4.35640 1.98580
H 0.64210 -3.73880 2.65730
H 1.70780 -2.66360 1.72340
H -0.89070 -2.60290 -1.23580
H 0.80030 -2.35310 -1.52150
*
```

- ΔE to the lowest compared entry with this formula, charge and spin: 56.23 kJ/mol
- Energy: -106451.631 eV
- E_HOMO: -0.479 hartree
- Kohn-Sham gap: 7.25 eV

=====

The molecule C3H6ClFN2S, computed with wB97M-V/def2-TZVPD.

The geometry in ORCA input format:
```
! RIJCOSX wB97M-V def2-TZVPD def2/J DEFGRID3
* xyz 0 1
N -1.94159 -0.57737 -0.10870
C -0.67927 -0.99194 -0.15417
S -0.26743 -2.53742 0.17728
C 0.28480 0.13326 -0.40266
N -0.38785 1.41060 -0.18247
C 1.57037 0.05138 0.35703
F 1.28352 -0.29000 1.64107
Cl 2.80461 -1.06805 -0.41618
H -2.63267 -1.25278 0.17263
H -2.16653 0.37476 -0.28728
H 0.43035 0.04223 -1.46206
H 0.19457 2.14493 -0.57641
H -0.52119 1.51699 0.84128
H 2.02831 1.04342 0.40064
*
```

- ΔE to the lowest compared entry with this formula, charge and spin: 0.00 kJ/mol
- Energy: -32263.606 eV
- E_HOMO: -0.303 hartree
- Kohn-Sham gap: 8.80 eV
- SMILES: NC(=S)[C@@H](N)[C@@H](F)Cl

=====

C32H23F6GeIrN2O6P as an isolated structure, computed with wB97M-V/def2-TZVPD.

The geometry in ORCA input format:
```
! RIJCOSX wB97M-V def2-TZVPD def2/J DEFGRID3
* xyz -2 2
Ir -0.11333 -0.02631 -1.46103
O -1.29583 4.02839 0.30497
C -1.25573 2.86959 -0.11393
O -0.54843 1.97099 0.64237
C -1.88263 2.43109 -1.33473
C -2.53763 3.41029 -2.09923
C -3.20803 3.07269 -3.24133
C -3.19693 1.71699 -3.64373
C -2.53003 0.80229 -2.87633
N -1.86723 1.10959 -1.74053
H -2.51113 4.41919 -1.71793
H -3.75313 3.81119 -3.80973
H -3.71973 1.40159 -4.53403
H -2.50663 -0.24701 -3.14533
O -0.24173 -2.09471 -2.29233
C 0.05797 -2.44821 -3.46723
C 0.09497 -1.69061 -4.65733
C 0.14327 -2.36211 -5.90023
C -0.06963 -1.67771 -7.09573
C -0.32063 -0.29541 -7.05243
C -0.28503 0.39029 -5.86903
C 0.00477 -0.24831 -4.63043
O 0.20667 0.46749 -3.59543
N -0.07013 -2.33561 -8.32853
O 0.20427 -3.55921 -8.37163
O -0.34653 -1.68631 -9.36923
H 0.25917 -3.52261 -3.58663
H 0.30087 -3.42871 -5.91183
H -0.52083 0.20489 -7.98873
H -0.43863 1.45889 -5.85283
F 2.21477 -0.69321 -1.29993
P 2.49957 -1.87321 -0.18093
F 4.08587 -1.76271 -0.47843
F 0.89907 -1.92811 0.14087
F 2.76697 -2.99131 0.95107
F 2.34877 -3.00161 -1.31143
F 2.65297 -0.69271 0.93797
C -0.48873 0.63599 0.43027
Ge 0.25017 0.10109 2.21077
C -1.35033 0.60839 3.33957
C -1.26113 0.63089 4.72507
C -2.31243 1.06289 5.51447
C -3.49233 1.47969 4.92197
C -3.61993 1.42509 3.54457
C -2.55983 0.98589 2.76917
C 1.70647 1.39179 2.71317
C 2.36087 2.10749 1.72067
C 3.41017 2.95709 2.02257
C 3.82527 3.10929 3.33497
C 3.18207 2.40339 4.33637
C 2.13497 1.55299 4.02307
C 0.68397 -1.68831 2.97127
C 1.90757 -1.91001 3.58137
C 2.17797 -3.11201 4.20757
C 1.22497 -4.11591 4.21997
C 0.00277 -3.90891 3.60147
C -0.26283 -2.70221 2.98127
H -0.34513 0.30149 5.19547
H -2.20773 1.08829 6.59427
H -4.31033 1.84079 5.53467
H -4.54523 1.74229 3.07547
H -2.67743 0.93879 1.69617
H 2.05747 1.98349 0.69217
H 3.91017 3.50169 1.23247
H 4.65017 3.76919 3.57747
H 3.49757 2.51329 5.36757
H 1.64987 1.00339 4.81747
H 2.66047 -1.13731 3.53647
H 3.13507 -3.26211 4.69267
H 1.43837 -5.05971 4.70767
H -0.74563 -4.69401 3.61097
H -1.20793 -2.54381 2.48027
*
```

- Energy: -133772.753 eV
- E_HOMO (spin up / spin down): -0.017 / -0.049 hartree
- Kohn-Sham gap (spin up / spin down): 4.11 / 4.99 eV
- ⟨S²⟩: 0.777

=====

A 2-piece molecular cluster, C2N2S3 overall, computed with wB97M-V/def2-TZVPD.

The geometry in ORCA input format:
```
! RIJCOSX wB97M-V def2-TZVPD def2/J DEFGRID3
* xyz 0 1
N -1.61923 -0.45307 0.70323
N -1.46685 -0.15449 1.81008
S -1.21854 0.29163 3.22677
S 0.18630 1.67435 -0.63426
C 0.61593 0.24812 -1.13094
C 0.82427 -0.88215 -1.71935
S 1.31292 -2.33319 -2.19852
*
```

- ΔE to the lowest compared entry with this formula, charge and spin: 164.25 kJ/mol
- Energy: -37556.176 eV
- E_HOMO (spin up / spin down): -0.309 / -0.309 hartree
- Kohn-Sham gap (spin up / spin down): 5.99 / 5.99 eV
- SMILES: N#[N+][S-].S=C=C=S

=====

C36H76N4O14S2V as an isolated structure, computed with wB97M-V/def2-TZVPD.

The geometry in ORCA input format:
```
! RIJCOSX wB97M-V def2-TZVPD def2/J DEFGRID3
* xyz -3 1
O 1.10623 2.15742 -2.51189
V 1.53523 3.58199 -1.80377
O 1.28766 3.36761 -0.27208
S 7.14605 5.13658 -3.11823
O 5.88837 4.52269 -2.68285
O 7.68539 6.02013 -2.14750
O 8.06160 4.09308 -3.51469
O 6.80911 6.06179 -4.20529
S 1.74027 8.65553 -3.75355
O 1.81206 7.32499 -4.28716
O 2.34079 8.50138 -2.42077
O 2.74418 9.40338 -4.47934
O 0.39064 9.19737 -3.81466
C 2.92045 0.19426 8.60502
C 2.09823 1.35272 8.11097
C 0.91217 0.75384 7.40735
C -0.20068 0.21659 8.39523
C -0.55960 1.36753 9.34916
C 0.71896 1.90119 10.14642
N 1.65557 2.31871 9.08190
O 2.83861 2.92407 9.70532
C 0.25269 3.22729 10.91904
C 1.29766 0.96098 11.31755
C 3.02903 2.04974 6.98995
H 2.23924 -0.46982 9.13704
H 3.77072 0.51298 9.20799
H 3.46450 -0.37816 7.85372
H 0.51524 1.38722 6.61402
H 1.06550 -0.15332 6.82284
H 0.17613 -0.66041 8.92152
H -1.08443 -0.10084 7.84177
H -1.31803 1.06611 10.07167
H -0.99295 2.23109 8.84461
H -0.54223 3.02100 11.63574
H 1.01987 3.90128 11.30017
H -0.18317 3.89807 10.17866
H 2.38003 1.02314 11.43029
H 0.76235 1.26494 12.21709
H 1.07555 -0.10521 11.27270
H 3.58678 1.37012 6.34563
H 3.84604 2.61691 7.43592
H 2.49761 2.82086 6.43223
H 2.94791 3.75131 9.23064
C -8.01629 -6.67805 -5.44796
C -6.89429 -6.15882 -6.37386
C -7.46999 -4.94338 -7.16455
C -6.41091 -3.99001 -7.89445
C -5.37438 -3.50607 -6.82008
C -4.61212 -4.75136 -6.11132
N -5.73649 -5.62426 -5.59256
O -5.15486 -6.56712 -4.73332
C -3.68549 -5.40500 -7.15820
C -3.82312 -4.13957 -4.97870
C -6.49351 -7.27468 -7.41522
H -7.65038 -7.43514 -4.75439
H -8.79023 -7.19207 -6.01795
H -8.31809 -5.76792 -4.92961
H -8.16717 -5.34444 -7.90021
H -8.09531 -4.22516 -6.63424
H -6.79572 -3.01662 -8.19867
H -5.78160 -4.64078 -8.50155
H -6.01088 -2.99782 -6.09577
H -4.66741 -2.87593 -7.35972
H -3.95997 -5.29630 -8.20745
H -2.77207 -4.82285 -7.03621
H -3.46445 -6.42789 -6.85337
H -3.15210 -4.76781 -4.39289
H -3.15614 -3.35148 -5.32820
H -4.50537 -3.57195 -4.34589
H -5.63994 -7.82432 -7.01843
H -6.10721 -6.98032 -8.39104
H -7.28180 -8.00359 -7.60329
H -4.86648 -7.22242 -5.37285
C 6.35948 -5.17831 -2.00513
C 7.56061 -4.21358 -1.68672
C 7.98819 -4.45221 -0.17561
C 8.73136 -5.72128 0.05645
C 9.75156 -5.93777 -0.98345
C 9.55346 -5.59112 -2.52411
N 8.77266 -4.33355 -2.60706
O 8.46322 -4.08146 -3.94500
C 10.94640 -5.49650 -3.12509
C 8.85738 -6.86912 -3.27133
C 6.90241 -2.78378 -1.56288
H 6.37616 -6.26303 -2.11090
H 6.02708 -4.98834 -3.02567
H 5.44802 -5.02664 -1.42689
H 8.68196 -3.64045 0.04306
H 7.20149 -4.27934 0.55878
H 8.05275 -6.56919 0.14941
H 9.06411 -5.77469 1.09303
H 10.00413 -6.99181 -0.86810
H 10.61072 -5.43829 -0.53571
H 11.59873 -4.83929 -2.55009
H 11.45320 -6.46134 -3.10694
H 10.87062 -5.28069 -4.19082
H 8.86585 -7.76962 -2.65721
H 7.84987 -6.55575 -3.54485
H 9.22919 -7.22912 -4.23063
H 6.08166 -2.82678 -0.84691
H 6.54676 -2.37042 -2.50668
H 7.65868 -2.10738 -1.16458
H 8.05540 -4.91049 -4.20576
C -5.73115 4.15076 -0.75066
C -5.99145 5.56492 -0.34093
C -7.10613 5.39106 0.68533
C -7.36161 6.51853 1.54443
C -6.04349 6.78137 2.26256
C -4.76208 7.05091 1.42084
N -4.76242 6.07596 0.39517
O -3.74013 6.04023 -0.51552
C -4.92607 8.48671 0.93350
C -3.43823 7.04076 2.29056
C -6.63922 6.45302 -1.47006
H -5.25516 3.54712 0.02211
H -5.05567 3.95265 -1.58287
H -6.65929 3.63152 -0.98951
H -8.01041 5.29649 0.08412
H -6.99406 4.49489 1.29560
H -8.17636 6.24755 2.21588
H -7.67988 7.35985 0.92880
H -6.01182 5.99146 3.01299
H -6.26279 7.66467 2.86238
H -5.82778 8.72232 0.36826
H -5.21699 9.16105 1.73893
H -4.09918 8.95100 0.39609
H -3.25554 5.96980 2.37865
H -2.59224 7.40844 1.70983
H -3.57358 7.47296 3.28201
H -7.23172 5.91782 -2.21207
H -5.94342 7.01660 -2.09163
H -7.34082 7.22986 -1.16614
H -3.75799 6.90608 -0.92972
*
```

- ΔE to the lowest compared entry with this formula, charge and spin: 116.35 kJ/mol
- Energy: -120529.372 eV
- E_HOMO: 0.058 hartree
- Kohn-Sham gap: 1.74 eV

=====

A 2-piece molecular cluster, C10H15N3O2P overall, computed with wB97M-V/def2-TZVPD.

The geometry in ORCA input format:
```
! RIJCOSX wB97M-V def2-TZVPD def2/J DEFGRID3
* xyz 1 1
C -3.74875 -0.71722 1.63279
C -3.06990 0.29000 0.69831
O -1.71283 0.59449 1.10628
C -0.73850 0.08167 0.30927
C -0.19238 0.88091 -0.65148
C 0.85655 0.37693 -1.46446
P 1.58651 1.46023 -2.68583
N 2.53166 2.54337 -2.00536
C 1.32494 -0.89544 -1.29988
C 0.76594 -1.74714 -0.32337
N 1.27451 -3.00592 -0.18883
C 0.71429 -3.70528 0.75513
C -0.34611 -3.22712 1.56878
N -0.83599 -2.02527 1.46100
C -0.26898 -1.25460 0.49312
H -4.11391 -1.58151 1.08079
H -3.03414 -1.05842 2.37504
H -4.59867 -0.27160 2.14496
H -3.61995 1.22581 0.76348
H -3.05930 -0.07091 -0.32898
H -0.55272 1.89105 -0.79393
H 0.55220 2.06015 -3.41770
H 2.29505 0.61887 -3.55611
H 2.22544 3.48421 -2.22993
H 2.13952 -1.24288 -1.92304
H 1.08171 -4.71131 0.92314
H -0.76584 -3.87202 2.33149
O 3.54862 3.44486 0.79789
H 3.14494 3.12255 -0.06174
H 3.23259 2.91516 1.55429
H 3.38348 4.39637 0.93489
*
```

- Energy: -28458.465 eV
- E_HOMO: -0.440 hartree
- Kohn-Sham gap: 7.86 eV